{"formula": "C41H119N13O20", "method": "ωB97M-V with the def2-TZVPD basis set", "e_tot_ha": -3849.8928, "total_charge": 0, "species": ["C", "C", "C", "O", "C", "N", "H", "H", "H", "H", "H", "H", "H", "H", "H", "H", "H", "C", "C", "C", "O", "C", "N", "H", "H", "H", "H", "H", "H", "H", "H", "H", "H", "H", "C", "C", "C", "O", "C", "N", "H", "H", "H", "H", "H", "H", "H", "H", "H", "H", "H", "C", "C", "C", "O", "C", "N", "H", "H", "H", "H", "H", "H", "H", "H", "H", "H", "H", "C", "C", "C", "O", "C", "N", "H", "H", "H", "H", "H", "H", "H", "H", "H", "H", "H", "C", "C", "C", "O", "C", "N", "H", "H", "H", "H", "H", "H", "H", "H", "H", "H", "H", "C", "C", "C", "O", "C", "N", "H", "H", "H", "H", "H", "H", "H", "H", "H", "H", "H", "C", "C", "O", "O", "H", "H", "H", "H", "H", "H", "C", "C", "O", "O", "H", "H", "H", "H", "H", "H", "C", "C", "O", "O", "H", "H", "H", "H", "H", "H", "C", "C", "O", "O", "H", "H", "H", "H", "H", "H", "C", "C", "O", "O", "H", "H", "H", "H", "H", "H", "C", "O", "N", "N", "H", "H", "H", "H", "C", "O", "N", "N", "H", "H", "H", "H", "C", "O", "N", "N", "H", "H", "H", "H"], "xyz": [[-2.663, 3.944, 2.573], [-1.334, 4.457, 2.977], [-0.467, 3.383, 3.618], [-1.196, 2.577, 4.608], [-1.521, 3.333, 5.787], [-0.693, 5.079, 1.831], [-3.322, 4.736, 2.217], [-3.229, 3.509, 3.397], [-2.576, 3.296, 1.701], [-1.568, 5.183, 3.756], [0.496, 3.729, 3.992], [-0.150, 2.807, 2.749], [-2.536, 3.715, 5.673], [-0.770, 4.032, 6.154], [-1.658, 2.602, 6.583], [-0.797, 4.706, 0.898], [0.316, 5.053, 1.868], [-3.412, 0.187, 4.517], [-2.231, -0.713, 4.315], [-2.010, -1.134, 2.856], [-0.861, -2.002, 2.620], [-0.862, -3.198, 3.274], [-0.965, -0.192, 4.856], [-4.298, -0.046, 3.926], [-3.223, 1.225, 4.246], [-3.615, 0.169, 5.588], [-2.432, -1.679, 4.777], [-1.874, -0.208, 2.298], [-2.910, -1.622, 2.481], [0.121, -3.578, 2.998], [-1.565, -3.921, 2.861], [-0.729, -3.105, 4.352], [-0.897, 0.791, 4.634], [-0.198, -0.629, 4.366], [1.843, -3.155, 8.708], [2.375, -2.538, 7.494], [1.383, -1.955, 6.445], [1.922, -1.295, 5.276], [2.615, -2.212, 4.461], [3.069, -1.367, 7.970], [1.280, -2.462, 9.334], [2.708, -3.566, 9.229], [1.116, -3.901, 8.387], [2.998, -3.245, 6.946], [0.783, -1.193, 6.942], [0.682, -2.705, 6.078], [3.540, -2.489, 4.966], [2.909, -1.610, 3.601], [2.042, -3.059, 4.081], [2.527, -0.657, 8.443], [3.338, -0.972, 7.081], [-5.587, 1.448, -2.290], [-5.302, 1.047, -3.735], [-5.294, -0.557, -3.964], [-4.371, -1.244, -3.144], [-2.976, -1.054, -3.194], [-6.336, 1.597, -4.627], [-4.799, 1.020, -1.669], [-6.537, 1.193, -1.821], [-5.402, 2.517, -2.193], [-4.403, 1.551, -4.090], [-4.959, -0.682, -4.994], [-6.224, -1.096, -3.786], [-2.551, -1.768, -2.489], [-2.760, 0.002, -3.034], [-2.605, -1.320, -4.184], [-6.467, 0.873, -5.318], [-7.187, 1.779, -4.115], [0.399, -0.493, -4.782], [1.305, -1.579, -5.422], [1.969, -2.530, -4.352], [2.748, -1.678, -3.386], [3.546, -2.586, -2.585], [0.610, -2.387, -6.422], [-0.247, -1.034, -4.092], [-0.224, -0.153, -5.609], [0.914, 0.274, -4.204], [2.141, -1.175, -5.994], [2.619, -3.197, -4.919], [1.239, -3.229, -3.945], [4.116, -1.851, -2.017], [4.257, -3.136, -3.200], [3.089, -3.271, -1.871], [0.302, -1.750, -7.143], [1.365, -2.874, -6.883], [-1.671, 2.856, -3.138], [-1.452, 4.324, -3.133], [-1.220, 4.807, -1.712], [-2.240, 4.463, -0.718], [-3.568, 5.058, -0.911], [-0.359, 4.460, -4.110], [-1.698, 2.337, -4.096], [-2.575, 2.683, -2.553], [-0.982, 2.214, -2.589], [-2.326, 4.826, -3.546], [-0.857, 5.835, -1.711], [-0.277, 4.382, -1.369], [-4.109, 4.570, -1.723], [-3.692, 6.140, -0.880], [-4.017, 4.712, 0.020], [0.154, 3.594, -4.022], [-0.787, 4.321, -5.014], [-0.020, -2.507, -0.436], [1.105, -1.419, -0.109], [0.523, 0.011, 0.148], [1.630, 0.948, 0.218], [1.402, 2.263, -0.250], [1.643, -1.867, 1.146], [-0.295, -2.507, -1.491], [-0.888, -2.407, 0.216], [0.334, -3.502, -0.165], [1.939, -1.409, -0.812], [-0.035, 0.175, 1.070], [-0.158, 0.342, -0.635], [0.440, 2.600, 0.135], [1.265, 2.164, -1.327], [2.178, 2.993, -0.020], [0.805, -2.021, 1.689], [2.183, -1.194, 1.672], [-5.616, -2.505, 0.223], [-4.149, -2.879, -0.249], [-3.433, -3.788, 0.509], [-5.526, -1.678, 1.391], [-6.204, -3.396, 0.445], [-6.179, -1.985, -0.552], [-3.539, -1.981, -0.346], [-4.184, -3.353, -1.230], [-3.295, -3.415, 1.383], [-6.447, -1.540, 1.621], [4.421, -4.493, 1.764], [3.845, -5.792, 1.332], [2.442, -5.585, 1.133], [4.259, -3.498, 0.789], [5.476, -4.653, 1.985], [4.045, -4.225, 2.752], [3.898, -6.609, 2.052], [4.247, -6.124, 0.375], [2.434, -4.792, 0.593], [3.536, -2.906, 1.007], [3.365, 5.119, 1.490], [3.044, 5.271, 2.928], [4.191, 4.999, 3.775], [2.220, 5.398, 0.620], [3.763, 4.127, 1.280], [4.287, 5.628, 1.209], [2.207, 4.613, 3.162], [2.654, 6.257, 3.182], [3.943, 4.784, 4.678], [2.492, 5.246, -0.288], [2.270, 6.775, -3.353], [3.355, 5.793, -2.663], [2.810, 4.721, -2.007], [1.775, 6.269, -4.638], [2.700, 7.721, -3.682], [1.452, 6.944, -2.653], [4.108, 6.399, -2.158], [3.884, 5.384, -3.524], [2.517, 4.026, -2.601], [0.968, 5.774, -4.479], [-0.123, -6.852, 0.003], [-1.348, -7.031, -0.942], [-2.010, -5.816, -1.250], [-0.394, -6.425, 1.268], [0.577, -6.158, -0.462], [0.542, -7.715, -0.030], [-1.939, -7.856, -0.543], [-0.954, -7.457, -1.864], [-2.275, -5.351, -0.453], [0.435, -6.144, 1.662], [-0.996, -5.367, -4.568], [-1.164, -6.579, -4.270], [-1.184, -4.340, -3.689], [-0.594, -4.891, -5.694], [-1.194, -3.360, -3.933], [-1.379, -4.661, -2.751], [-0.339, -3.914, -5.702], [-0.542, -5.545, -6.462], [4.666, 0.608, 1.388], [5.785, 0.713, 1.970], [4.468, 0.166, 0.170], [3.510, 0.842, 1.964], [3.558, 0.008, -0.239], [5.254, 0.138, -0.464], [2.619, 0.989, 1.513], [3.560, 0.870, 2.973], [2.576, 2.561, -4.794], [1.926, 2.744, -3.810], [2.797, 3.450, -5.736], [3.179, 1.482, -5.122], [2.242, 4.290, -5.659], [3.383, 3.365, -6.554], [3.851, 1.449, -5.875], [3.203, 0.723, -4.456]], "lowdin_charge": [-0.06, -0.45, -0.15, -0.25, -0.08, 0.08, 0.08, 0.07, 0.08, 0.13, 0.11, 0.12, 0.08, 0.10, 0.09, 0.04, 0.03, -0.04, -0.43, -0.14, -0.25, -0.12, 0.10, 0.08, 0.06, 0.09, 0.12, 0.12, 0.10, 0.08, 0.10, 0.08, 0.03, 0.05, -0.08, -0.47, -0.19, -0.20, -0.11, 0.03, 0.09, 0.09, 0.08, 0.13, 0.12, 0.10, 0.09, 0.07, 0.08, 0.08, 0.06, -0.06, -0.40, -0.15, -0.22, -0.10, 0.02, 0.07, 0.08, 0.06, 0.11, 0.11, 0.13, 0.07, 0.08, 0.08, 0.05, 0.06, -0.03, -0.42, -0.14, -0.20, -0.10, 0.02, 0.05, 0.08, 0.06, 0.12, 0.11, 0.10, 0.07, 0.09, 0.08, 0.09, 0.09, -0.09, -0.39, -0.16, -0.21, -0.06, 0.06, 0.09, 0.07, 0.08, 0.14, 0.13, 0.10, 0.07, 0.09, 0.07, 0.03, 0.09, 0.00, -0.33, -0.11, -0.28, -0.06, 0.05, 0.05, 0.06, 0.07, 0.10, 0.11, 0.12, 0.08, 0.08, 0.08, 0.04, 0.05, -0.19, -0.24, -0.06, -0.08, 0.11, 0.11, 0.11, 0.12, 0.06, 0.08, -0.26, -0.21, -0.09, -0.06, 0.12, 0.11, 0.13, 0.12, 0.06, 0.03, -0.22, -0.23, -0.06, -0.09, 0.11, 0.12, 0.09, 0.12, 0.08, 0.02, -0.16, -0.23, -0.08, -0.13, 0.11, 0.10, 0.12, 0.11, 0.05, 0.00, -0.30, -0.20, -0.08, -0.05, 0.09, 0.12, 0.11, 0.10, 0.05, 0.06, -0.70, -0.01, 0.16, 0.16, 0.07, 0.06, 0.04, 0.12, -0.72, -0.02, 0.18, 0.16, 0.08, 0.11, 0.05, 0.12, -0.77, 0.03, 0.19, 0.20, 0.09, 0.12, 0.13, 0.11]}